(1)
Formula: C43H65Cl3GeHgN4O3
Source: the Open Molecules 2025 dataset
Level of theory: wB97M-V/def2-TZVPD

Computed properties:
Calculated total energy   -156012.3205 eV

```
! wB97M-V def2-TZVPD RIJCOSX def2/J DEFGRID3
* xyz -2 1
Hg 0.5104 0.2721 0.9143
C 4.9753 1.0316 -1.3891
N 3.7194 0.3792 -1.6799
C 3.9525 -0.8030 -2.4804
C 2.8328 1.3345 -2.3182
C 1.4157 0.8309 -2.5721
N 0.3894 1.2316 -1.6060
C 0.1805 2.6893 -1.6135
C -0.3136 3.3541 -0.3513
C -1.4151 4.1782 -0.4702
C -1.8793 4.9601 0.5835
C -1.1378 4.9044 1.7517
C 0.0053 4.1244 1.9265
C 0.4152 3.2551 0.8753
O 1.3992 2.4031 0.9828
C 0.7125 4.2426 3.2873
C 2.1330 3.6718 3.3116
C -0.1235 3.4997 4.3411
C 0.8321 5.7255 3.6895
C -3.0816 5.8809 0.3884
C -3.4682 6.6099 1.6766
C -4.2969 5.0715 -0.0842
C -2.7411 6.9411 -0.6714
C -0.8738 0.5941 -1.9531
C -0.9553 -0.9269 -1.9974
C -2.1476 -1.3823 -2.5285
C -2.4171 -2.7292 -2.7343
C -1.3480 -3.5861 -2.5231
C -0.1119 -3.1933 -2.0067
C 0.0391 -1.8454 -1.5268
O 1.0131 -1.4564 -0.7436
C 0.9674 -4.3036 -1.9861
C 2.3813 -3.7960 -1.6953
C 1.0350 -4.9810 -3.3689
C 0.6057 -5.3706 -0.9423
C -3.7953 -3.1895 -3.2016
C -3.9353 -4.7130 -3.1517
C -4.0405 -2.7252 -4.6444
C -4.8736 -2.5872 -2.2887
H 5.4795 1.3788 -2.3127
H 5.6463 0.3437 -0.8709
H 4.8113 1.8897 -0.7419
H 4.4371 -0.5575 -3.4472
H 3.0168 -1.3192 -2.6768
H 4.5968 -1.4894 -1.9295
H 3.2684 1.6587 -3.2856
H 2.8076 2.2031 -1.6606
H 1.4298 -0.2543 -2.5696
H 1.0949 1.1615 -3.5779
H -0.5441 2.9231 -2.4117
H 1.1126 3.1764 -1.9022
H -1.9319 4.1978 -1.4273
H -1.4683 5.4943 2.5963
H 2.1131 2.5867 3.2922
H 2.6367 3.9877 4.2306
H 2.7260 4.0107 2.4639
H -0.2465 2.4551 4.0501
H -1.1164 3.9468 4.4425
H 0.3741 3.5299 5.3163
H 1.3066 6.2997 2.8903
H 1.4470 5.8127 4.5890
H -0.1350 6.1821 3.9094
H -3.7110 5.9010 2.4707
H -4.3466 7.2358 1.4958
H -2.6587 7.2548 2.0245
H -4.5460 4.2997 0.6461
H -4.0976 4.5754 -1.0348
H -5.1671 5.7238 -0.2156
H -1.8584 7.5066 -0.3653
H -3.5742 7.6393 -0.8098
H -2.5200 6.4745 -1.6327
H -1.1763 0.9516 -2.9566
H -1.6263 0.9663 -1.2521
H -2.8924 -0.6338 -2.7910
H -1.4712 -4.6324 -2.7711
H 2.7353 -3.1613 -2.5102
H 3.0634 -4.6481 -1.6082
H 2.4134 -3.2102 -0.7829
H 1.1795 -4.2337 -4.1522
H 0.1344 -5.5487 -3.6063
H 1.8805 -5.6757 -3.3928
H 0.5702 -4.9272 0.0443
H 1.3472 -6.1773 -0.9426
H -0.3753 -5.8057 -1.1488
H -3.2849 -5.2000 -3.8818
H -4.9665 -4.9977 -3.3777
H -3.6840 -5.0937 -2.1598
H -3.2882 -3.1516 -5.3116
H -3.9739 -1.6382 -4.7156
H -5.0320 -3.0333 -4.9941
H -4.6717 -2.8386 -1.2461
H -5.8632 -2.9718 -2.5564
H -4.9004 -1.4999 -2.3635
O 3.6261 -1.9345 1.3166
C 3.9784 -3.0956 2.0470
C 3.0728 -3.3761 3.2516
C 2.0352 -4.4950 3.0925
C 0.6451 -3.9245 3.1207
C -0.2927 -4.2797 4.0845
C -1.5628 -3.7254 4.0200
C -1.8588 -2.8426 2.9975
C -0.8620 -2.5523 2.0753
N 0.3589 -3.0725 2.1375
H 2.7333 -1.9985 0.9418
H 4.9846 -2.9018 2.4153
H 4.0281 -3.9568 1.3656
H 2.5617 -2.4416 3.4860
H 3.7182 -3.5982 4.1040
H 2.1404 -5.2547 3.8707
H 2.1771 -5.0026 2.1328
H -0.0260 -4.9740 4.8719
H -2.3094 -3.9814 4.7630
H -2.8299 -2.3747 2.9113
H -1.0548 -1.8816 1.2476
N -2.7331 0.2886 1.6526
C -1.6041 0.2904 1.4043
Cl 4.9915 -0.5485 4.0380
Ge 3.9821 0.6273 2.3553
Cl 5.4720 2.4830 2.7659
Cl 1.5683 -0.1417 3.2624
*
```

(2)
Formula: C2H4N2S3
Source: the Open Molecules 2025 dataset
Level of theory: wB97M-V/def2-TZVPD

Computed properties:
Calculated total energy   -37620.1707 eV

```
! wB97M-V def2-TZVPD RIJCOSX def2/J DEFGRID3
* xyz 0 1
S -1.1487 1.7860 2.2326
C -0.6334 0.1239 2.4399
N -0.4894 -0.9081 1.4293
S -0.5270 -0.5776 -0.2806
C 0.9883 0.3820 -0.3920
N 1.6225 0.3202 -1.5685
S 1.0531 -0.9699 -2.8357
H -0.6750 -0.4089 3.4851
H -0.5048 -2.1100 1.5310
H 1.3730 1.2550 0.4521
H -0.2926 -1.4721 -2.6422
*
```

(3)
Formula: C13H28F6NNaO17S6
Source: the Open Molecules 2025 dataset
Level of theory: wB97M-V/def2-TZVPD

Computed properties:
Calculated total energy   -135960.2367 eV

```
! wB97M-V def2-TZVPD RIJCOSX def2/J DEFGRID3
* xyz 0 1
Na -0.5880 -0.1723 -0.9063
C 0.9684 1.2933 -3.5849
F 0.5637 1.6431 -2.3587
F 1.2916 2.3364 -4.2735
F 1.9518 0.3042 -3.3811
S -0.6148 0.4525 -4.3758
O -1.6864 1.4786 -4.3388
O -0.2428 0.0105 -5.7362
N -0.8824 -0.8913 -3.1704
S -0.8814 -2.0824 -4.0560
O -1.8190 -2.1290 -5.1602
O 0.4637 -2.5950 -4.4770
C -1.5769 -3.4525 -2.8026
F -2.5483 -4.1748 -3.2569
F -0.6507 -4.3980 -2.6996
F -1.7771 -3.0077 -1.5484
O 0.9532 0.7384 0.6312
S 1.8224 0.4036 1.8204
O 1.4483 -0.5794 2.7804
O 3.3170 -0.1807 1.2644
C 3.9580 0.5066 0.1365
C 5.4167 0.2071 0.2752
C 2.4000 1.9428 2.6574
H 3.8381 1.5880 0.2033
H 3.4397 0.0020 -0.6789
H 5.9683 0.6135 -0.5726
H 5.5740 -0.8687 0.3527
H 5.7513 0.6597 1.2086
H 3.0458 1.8114 3.5256
H 1.5530 2.4550 3.1141
H 2.8997 2.5326 1.8891
O -4.3053 -1.4020 0.3803
S -3.2034 -1.7644 1.2094
O -1.8402 -1.6525 0.7373
O -3.3943 -0.9240 2.6646
C -2.1962 -0.5525 3.3398
C -1.8929 0.9423 3.2839
C -3.5441 -3.5100 1.8183
H -1.3580 -1.0378 2.8397
H -2.1693 -0.8415 4.3904
H -2.4549 1.5486 3.9944
H -2.2085 1.3089 2.3071
H -0.8423 1.1742 3.4585
H -4.2979 -3.4543 2.6036
H -2.6206 -3.8669 2.2742
H -3.8669 -4.1867 1.0271
O -1.8910 1.7000 -0.2582
S -2.4844 2.9914 -0.0261
O -3.8074 3.0878 0.6528
O -1.4780 3.9234 0.8415
C -1.9505 4.7328 1.8578
C -2.6363 5.9930 1.3450
C -2.5450 3.9400 -1.6205
H -1.1004 5.0230 2.4752
H -2.5864 4.1631 2.5355
H -2.9903 6.5681 2.2006
H -3.4958 5.9233 0.6783
H -1.8530 6.6623 0.9891
H -2.9514 4.8912 -1.2768
H -3.2632 3.4308 -2.2632
H -1.5203 3.8897 -1.9888
C 2.9653 -5.2764 -0.6797
C 3.6832 -4.4772 0.4458
O 3.0709 -3.1795 0.4653
S 2.5271 -2.7393 -0.9839
O 3.6363 -2.2886 -1.8290
O 1.3186 -1.8875 -0.9665
O 2.1784 -4.3131 -1.3352
H 2.2618 -6.0289 -0.3235
H 3.5947 -5.6983 -1.4633
H 4.7575 -4.4904 0.2621
H 3.3972 -4.7695 1.4562
*
```

(4)
Formula: C6H10O
Source: the Open Molecules 2025 dataset
Level of theory: wB97M-V/def2-TZVPD

Computed properties:
Calculated total energy   -8429.0799 eV

```
! wB97M-V def2-TZVPD RIJCOSX def2/J DEFGRID3
* xyz 0 1
O 1.2269 -0.4191 1.4399
C 1.4530 -0.2040 0.0671
C 1.0299 1.1798 -0.3925
C -0.2435 1.5621 -0.3140
C -1.3460 0.7058 0.2524
C -1.0368 -0.8220 0.2232
C 0.5372 -1.2314 -0.5299
H 0.2457 -0.7464 1.3014
H 2.4772 -0.4451 -0.2589
H 1.7771 1.8687 -0.7792
H -0.5316 2.5631 -0.6280
H -2.2802 0.8937 -0.2969
H -1.5479 1.0825 1.2734
H -1.5766 -1.2725 1.1074
H -1.5176 -1.3072 -0.5946
H 0.8572 -2.2443 -0.2390
H 0.4761 -1.1637 -1.6319
*
```

(5)
Formula: C19H17CaF10N3Te
Source: the Open Molecules 2025 dataset
Level of theory: wB97M-V/def2-TZVPD

Computed properties:
Calculated total energy   -77354.8699 eV

```
! wB97M-V def2-TZVPD RIJCOSX def2/J DEFGRID3
* xyz 0 1
Ca 0.1147 0.0356 -0.5785
C 0.3938 -0.3665 2.7601
N 0.5605 -1.1662 1.5503
C -0.3913 -2.3016 1.5530
C -1.7619 -1.9297 0.9786
N -1.6472 -1.3865 -0.3591
C -1.9494 -2.1056 -1.4684
C -1.8391 -1.4409 -2.7066
F -1.4311 -0.1307 -2.6833
C -2.0753 -2.0092 -3.9359
F -1.9354 -1.2859 -5.0486
C -2.4612 -3.3370 -4.0113
F -2.7106 -3.9139 -5.1940
C -2.5740 -4.0487 -2.8312
F -2.9224 -5.3369 -2.8754
C -2.3179 -3.4599 -1.6047
F -2.3998 -4.2668 -0.5231
C 1.9679 -1.5941 1.4177
C 2.3504 -2.1426 0.0451
N 1.9696 -1.1959 -0.9818
C 2.3940 -1.3441 -2.2579
C 2.0142 -0.3666 -3.2005
F 1.2304 0.6727 -2.7502
C 2.3601 -0.3671 -4.5311
F 1.9521 0.6161 -5.3338
C 3.1423 -1.3968 -5.0275
F 3.5029 -1.4236 -6.3161
C 3.5412 -2.3940 -4.1566
F 4.2866 -3.4013 -4.6128
C 3.1782 -2.3721 -2.8211
F 3.5950 -3.4058 -2.0611
H 0.6750 -0.9275 3.6621
H 1.0129 0.5318 2.7062
H -0.6486 -0.0637 2.8658
H 0.0346 -3.1020 0.9467
H -0.4926 -2.6801 2.5808
H -2.3977 -2.8101 1.0701
H -2.2279 -1.1750 1.6266
H 2.5796 -0.7091 1.6190
H 2.2014 -2.3364 2.1954
H 3.4306 -2.3267 0.0791
H 1.8959 -3.1331 -0.0946
C 2.5138 3.5867 1.6077
Te 2.0829 2.8105 -0.3245
C 3.8846 1.6997 -0.5027
H 3.3629 4.2606 1.5440
H 2.7260 2.7722 2.2953
H 1.6432 4.1369 1.9557
H 4.0577 1.1552 0.4221
H 4.7075 2.3725 -0.7210
H 3.7432 0.9808 -1.3059
*
```

(6)
Formula: C2H2N3OS
Source: the Open Molecules 2025 dataset
Level of theory: wB97M-V/def2-TZVPD

Computed properties:
Calculated total energy   -19459.3776 eV

```
! wB97M-V def2-TZVPD RIJCOSX def2/J DEFGRID3
* xyz -1 1
C -0.0020 0.2379 -1.5614
C 0.7568 0.8057 0.9387
N 0.5501 0.3890 -2.5547
N -1.0164 -1.1877 0.0295
N -0.4729 0.0558 -0.3813
O 0.9850 -0.1107 1.6344
S 1.3042 2.2950 0.5819
H -1.8176 -0.8890 0.6038
H -0.2873 -1.5959 0.7090
*
```

(7)
Formula: C3H9NO3P
Source: the Open Molecules 2025 dataset
Level of theory: wB97M-V/def2-TZVPD

Computed properties:
Calculated total energy   -20178.2940 eV

```
! wB97M-V def2-TZVPD RIJCOSX def2/J DEFGRID3
* xyz -1 1
C 1.5356 -0.1011 0.5692
C 0.8692 -0.9485 -1.5694
C 1.8044 -0.0009 -0.7851
N -1.5735 -0.8319 2.4911
O -0.1394 2.6450 1.0166
O 2.6454 0.8234 -1.3522
O -3.4848 -1.9593 1.6048
P -2.2697 -0.9251 1.1169
H 0.8574 -0.8387 0.9105
H 0.5927 2.7033 0.2855
H 2.3157 0.2895 1.1993
H -0.1006 -0.8127 -1.3737
H 1.0690 -2.0199 -1.3260
H 1.1208 -0.9398 -2.6408
H -0.7946 -0.1539 2.3813
H -0.2346 1.7064 1.1111
H -3.5185 -1.8979 2.5813
*
```

(8)
Formula: C2H10N2OSi
Source: the Open Molecules 2025 dataset
Level of theory: wB97M-V/def2-TZVPD

Computed properties:
Calculated total energy   -15140.1886 eV

```
! wB97M-V def2-TZVPD RIJCOSX def2/J DEFGRID3
* xyz 0 1
C 0.2069 -2.0151 -0.9340
N 0.5304 -0.6153 -0.6798
C 0.8618 0.2025 -1.8595
O -0.5171 0.0588 0.1219
Si -0.1814 0.9150 1.4644
N -1.5565 1.8412 1.9002
H -0.0687 -2.3723 0.1030
H -0.5250 -2.3391 -1.6819
H 1.2349 -2.3979 -1.0960
H 1.0667 1.1949 -1.3444
H 1.7452 -0.2196 -2.2789
H -0.0504 0.2847 -2.3997
H 0.6700 2.1045 1.4510
H 0.4057 -0.1284 2.2879
H -2.3930 1.3218 2.0507
H -1.4294 2.1645 2.8951
*
```

(9)
Formula: C3H3N3O2
Source: the Open Molecules 2025 dataset
Level of theory: wB97M-V/def2-TZVPD

Computed properties:
Calculated total energy   -11722.2399 eV

```
! wB97M-V def2-TZVPD RIJCOSX def2/J DEFGRID3
* xyz 0 1
O -0.8455 -1.5025 2.1381
C -0.3963 -1.5062 1.0361
N -0.2070 -0.4137 0.2596
N -0.3334 1.1054 0.8602
N 0.2218 1.8741 -0.0340
C 0.6924 1.2965 -1.0730
C 0.4046 -0.2287 -0.9967
O 0.6534 -1.1564 -1.7561
H -0.1247 -2.3831 0.2851
H -1.2942 1.2473 1.1439
H 1.2289 1.6674 -1.8632
*
```

(10)
Formula: C2H10NOS
Source: the Open Molecules 2025 dataset
Level of theory: wB97M-V/def2-TZVPD

Computed properties:
Calculated total energy   -16601.4025 eV

```
! wB97M-V def2-TZVPD RIJCOSX def2/J DEFGRID3
* xyz 1 1
C -0.1269 -0.3563 -0.8276
C 1.3820 -0.2392 -0.6910
S 2.2570 0.4350 -2.1803
N -0.8635 -1.0404 0.4923
H -0.3176 -1.2403 -1.4740
H -0.9264 0.3528 -0.9949
H 1.7245 -1.1878 -0.3785
H 1.5468 0.6080 -0.0191
H 1.0113 0.7516 -2.6066
H -1.8135 -1.2893 0.2466
H -0.9627 -0.1446 1.0307
H -0.3085 -1.7804 1.0058
H -1.1689 2.3242 1.7394
H -0.7997 1.3004 2.8006
O -0.6339 1.5063 1.8566
*
```

(11)
Formula: C51H56BrGeN2O7Pb
Source: the Open Molecules 2025 dataset
Level of theory: wB97M-V/def2-TZVPD

Computed properties:
Calculated total energy   -202909.5005 eV

```
! wB97M-V def2-TZVPD RIJCOSX def2/J DEFGRID3
* xyz 1 1
Pb 0.2513 -0.2612 0.0525
O 5.0374 0.3398 0.3970
C 3.7557 0.0057 0.4984
O 3.0751 -0.3422 -0.4393
C 3.2344 0.1216 1.8906
C 4.0445 0.4109 2.9724
C 3.4448 0.5299 4.2253
C 2.0744 0.4191 4.3314
C 1.3315 0.1693 3.1737
N 1.9136 -0.0246 2.0053
C -0.1918 0.3748 3.1333
O -0.6947 0.1402 4.3796
O -0.8661 -0.0293 2.1335
H 5.3342 0.2511 -0.5187
H 5.1076 0.5364 2.8350
H 4.0522 0.7414 5.0951
H 1.5509 0.5469 5.2676
H -1.6565 0.1888 4.3220
C 1.6321 -3.3729 0.9668
N 0.2661 -2.8422 0.9713
C -0.2855 -2.9359 2.3295
C -0.6014 -3.6055 0.0686
C -1.8404 -2.8353 -0.3252
C -3.0301 -3.5108 -0.6096
C -4.1724 -2.8206 -0.9849
C -4.1602 -1.4374 -1.0883
C -2.9828 -0.7382 -0.8328
C -1.8776 -1.4651 -0.4704
H 1.6613 -4.4268 1.2698
H 2.2397 -2.7954 1.6630
H 2.0700 -3.2811 -0.0284
H -0.3120 -3.9825 2.6599
H -1.2908 -2.5235 2.3456
H 0.3258 -2.3672 3.0252
H -0.8919 -4.5562 0.5337
H -0.0436 -3.8605 -0.8343
H -3.0475 -4.5919 -0.5263
H -5.0826 -3.3687 -1.1890
H -5.0548 -0.8939 -1.3628
H -2.9592 0.3420 -0.9184
C -0.1969 -2.4408 -7.7040
C -0.1423 -0.9135 -7.6034
C -1.4634 -0.3492 -8.1544
C 1.0311 -0.4021 -8.4590
C 0.0552 -0.4365 -6.1800
C 0.4219 -1.3113 -5.1437
C 0.5089 -0.8335 -3.8732
Br 1.1021 -1.9971 -2.5005
C 0.1641 0.5245 -3.4891
O -0.0227 0.8248 -2.2899
C -0.0046 1.4564 -4.6032
C -0.0732 0.9280 -5.8691
C -0.0791 2.9747 -4.4575
C -1.3443 3.5116 -5.1467
C 1.1691 3.5493 -5.1571
C -0.0935 3.4993 -3.0210
H -0.4000 -2.7205 -8.7371
H -0.9950 -2.8503 -7.0814
H 0.7504 -2.9016 -7.4190
H -1.6296 -0.7278 -9.1634
H -1.4596 0.7392 -8.2051
H -2.3041 -0.6612 -7.5318
H 0.9189 -0.7643 -9.4818
H 1.9828 -0.7665 -8.0678
H 1.0660 0.6881 -8.4837
H 0.6349 -2.3525 -5.3368
H -0.2336 1.6128 -6.6907
H -1.3883 3.2501 -6.2043
H -1.3624 4.5993 -5.0690
H -2.2397 3.1198 -4.6602
H 1.1608 3.3472 -6.2295
H 2.0792 3.1202 -4.7322
H 1.2006 4.6285 -5.0066
H -0.9754 3.1561 -2.4860
H -0.1123 4.5882 -3.0502
H 0.7912 3.1945 -2.4615
O -0.1139 2.0481 3.1122
C 0.2909 2.6962 2.0548
O 0.3517 2.2536 0.9044
C 0.7661 4.1023 2.4028
C 1.3224 4.8881 1.2169
Ge -0.0654 5.9198 0.2239
C -1.8788 5.1797 -0.0290
C -2.9469 6.0767 0.0024
C -4.2502 5.6358 -0.1763
C -4.5020 4.2880 -0.3883
C -3.4478 3.3881 -0.4251
C -2.1426 3.8294 -0.2479
C 0.7181 6.6227 -1.4348
C -0.0096 7.5179 -2.2177
C 0.5413 8.0650 -3.3671
C 1.8311 7.7195 -3.7491
C 2.5627 6.8225 -2.9832
C 2.0089 6.2815 -1.8314
C -0.2678 7.4305 1.4815
C -1.1872 7.3799 2.5269
C -1.1581 8.3274 3.5427
C -0.2048 9.3346 3.5238
C 0.7077 9.4038 2.4803
C 0.6765 8.4555 1.4671
H 1.5332 3.9472 3.1677
H -0.0576 4.6293 2.8915
H 1.8840 4.2126 0.5714
H 2.0062 5.6585 1.5768
H -2.7572 7.1303 0.1743
H -5.0713 6.3408 -0.1482
H -5.5190 3.9393 -0.5164
H -3.6421 2.3341 -0.5867
H -1.3303 3.1179 -0.2761
H -1.0188 7.7871 -1.9234
H -0.0287 8.7644 -3.9658
H 2.2708 8.1559 -4.6370
H 3.5669 6.5493 -3.2840
H 2.5869 5.5899 -1.2274
H -1.9364 6.5952 2.5523
H -1.8776 8.2741 4.3505
H -0.1736 10.0650 4.3223
H 1.4492 10.1926 2.4553
H 1.3960 8.5140 0.6562
*
```

(12)
Formula: C4HHgO2
Source: the Open Molecules 2025 dataset
Level of theory: wB97M-V/def2-TZVPD

Computed properties:
Expectation value of S²   0.77
Calculated total energy   -12423.4502 eV

```
! wB97M-V def2-TZVPD RIJCOSX def2/J DEFGRID3
* xyz 0 2
O -0.6656 1.3782 0.0655
C 2.3211 -0.2208 2.0232
C 1.5376 0.0538 1.0709
C 0.7650 0.4862 0.0203
C -0.2465 -0.1401 -0.6153
O -0.7961 -1.1404 -1.0290
Hg -2.3095 -2.3341 -0.8006
H -0.6062 1.9171 -0.7349
*
```